Entry 1:
Here is a single C7H13N molecule at a distorted geometry from the OMol25 dataset. Energies are from ωB97M-V/def2-TZVPD.

Cartesian coordinates (Å):
C: -3.652 0.204 0.461
C: -2.753 -0.156 -0.454
C: -1.323 0.203 -0.612
N: -0.861 0.040 -1.923
C: -0.458 0.506 0.370
C: 0.986 0.799 0.168
C: 1.807 -0.542 0.309
C: 3.169 -0.314 0.912
H: -4.589 -0.333 0.408
H: -3.415 0.919 1.235
H: -3.069 -0.663 -1.365
H: -1.317 -0.534 -2.602
H: 0.100 -0.255 -2.038
H: -0.745 0.371 1.406
H: 1.391 1.465 0.931
H: 1.070 1.238 -0.827
H: 1.279 -1.289 0.913
H: 1.891 -0.993 -0.679
H: 3.100 0.000 1.963
H: 3.640 0.570 0.482
H: 3.747 -1.236 0.942

Results
- E_LUMO: 0.990 eV
- 2S+1: 1
- HOMO-LUMO gap: 8.70 eV
- Relative energy (zero: lowest compared OMol25 entry of this formula, charge and spin): 35.85 kcal/mol
- SMILES string: C=C/C(N)=C/CCC
- Electronic energy: -8958.3784 eV



Entry 2:
Here is a single C4H10NP molecule at a distorted geometry from the OMol25 dataset. Energies are from ωB97M-V/def2-TZVPD.

Cartesian coordinates (Å):
C: 2.083 -0.644 -1.051
P: 0.773 0.631 -1.380
N: 0.584 1.291 0.274
C: -0.425 0.210 -0.145
C: -1.932 0.777 -0.443
C: -0.334 -0.919 0.904
H: 2.882 0.023 -0.801
H: 2.256 -1.123 -1.970
H: 1.814 -1.359 -0.202
H: 0.048 2.182 0.255
H: -2.325 0.229 -1.375
H: -2.021 1.811 -0.758
H: -2.677 0.581 0.384
H: -0.115 -1.923 0.473
H: -1.303 -0.827 1.568
H: 0.482 -0.541 1.601

Results
- E_LUMO: 1.101 eV
- 2S+1: 1
- HOMO-LUMO gap: 10.20 eV
- Relative energy (zero: lowest compared OMol25 entry of this formula, charge and spin): 21.65 kcal/mol
- SMILES string: CP1NC1(C)C
- Electronic energy: -15087.3587 eV